(1)
The following is a quantum chemistry calculation of a structure of composition C32H44BrN3P2PdS at a distorted geometry, from the Open Molecules 2025 dataset.

```
84
Properties=species:S:1:pos:R:3:forces:R:3:mulliken_charge:R:1
C -3.17451 -3.65302 5.35559 0.2 -1.2 -0.1 -0.32
C -2.63415 -4.20619 4.19358 0.0 -0.3 0.0 1.58
C -2.63148 -5.58551 3.94947 -0.3 0.6 1.1 -0.43
C -3.07949 -6.38352 5.00131 -0.3 -2.1 0.4 -0.44
N -3.54368 -5.88469 6.14233 1.3 2.8 -3.2 0.09
C -3.59869 -4.56611 6.31845 -0.8 0.1 2.0 -0.47
C -1.99520 -3.31485 3.28736 -0.4 2.6 1.1 0.66
C -1.61790 -2.12249 2.99507 -0.5 -1.2 1.5 -0.16
C -0.91439 -1.13781 2.27280 0.9 2.4 0.9 -0.66
C -1.40655 0.19378 2.05942 -0.2 -0.1 -0.8 -1.33
C -0.67483 1.11391 1.31833 -0.2 0.1 0.1 -0.64
C 0.55454 0.77342 0.72798 -0.5 -1.6 0.9 0.37
C 1.16545 -0.42130 1.17590 0.1 -0.1 -0.2 0.31
C 0.47804 -1.32374 1.99998 0.4 0.0 -0.2 -0.54
Pd -1.27915 -3.33627 1.50072 1.1 -1.7 -4.3 0.02
P -1.35521 1.58891 -1.94360 -1.7 -0.3 -0.1 0.73
H -2.25452 -6.03615 3.02975 -0.1 0.0 0.5 0.43
H -3.21374 -2.57321 5.50559 -0.1 -0.5 0.3 0.45
H -3.04595 -7.46562 4.91866 0.0 -0.1 0.0 0.43
H -3.97954 -4.19583 7.26309 -0.1 -0.1 0.2 0.44
H 1.00588 -2.18994 2.42830 -0.2 0.4 -0.3 0.56
H -2.38890 0.48079 2.42527 0.2 -0.1 0.0 0.55
H 2.19264 -0.67502 0.88749 -0.6 0.2 0.2 0.20
H -1.02824 2.13995 1.20118 -0.2 -0.4 -0.1 0.64
C -0.78516 2.56358 -3.33207 0.7 0.4 -0.4 -0.78
C -1.39644 2.26464 -4.70110 -0.1 0.0 -0.4 -1.35
H 0.31020 2.45401 -3.38380 -0.2 0.1 -0.1 0.46
H -0.97542 3.61086 -3.05320 0.1 -0.2 0.0 0.59
H -0.99840 2.99623 -5.41872 -0.1 -0.2 0.2 0.42
H -1.11243 1.26868 -5.06592 -0.1 0.3 0.1 0.33
H -2.49072 2.36400 -4.70685 0.3 -0.1 0.0 0.32
C -1.96718 -0.07438 -2.40400 0.4 -0.2 -0.1 0.54
C -3.36483 -0.48241 -1.93705 -0.2 0.0 0.0 -1.52
H -1.23015 -0.79323 -2.00488 -0.2 0.3 -0.2 -0.64
H -1.89586 -0.09633 -3.50130 0.0 -0.2 0.3 0.47
H -3.49013 -1.55203 -2.14882 0.0 0.3 0.0 0.46
H -3.49990 -0.34604 -0.85568 0.0 0.0 -0.2 0.28
H -4.16099 0.05100 -2.47413 0.3 -0.2 0.3 0.32
C -2.71272 2.51602 -1.15680 0.5 -0.1 0.6 -0.43
C -3.77085 2.98537 -2.14860 -0.4 0.2 -0.2 -1.29
H -2.23018 3.36783 -0.64386 -0.3 -0.2 -0.2 0.34
H -3.14083 1.86466 -0.37567 0.1 0.3 -0.3 0.36
H -4.59218 3.42042 -1.57493 0.0 0.0 -0.1 0.43
H -3.39150 3.76562 -2.81639 -0.1 -0.2 0.1 0.35
H -4.19225 2.17081 -2.74892 0.2 0.2 0.1 0.27
Br 1.19167 1.74089 -0.72416 0.2 -0.2 -0.4 0.53
P 1.56102 -1.46747 -1.54508 1.3 1.0 -1.5 1.03
C 0.93409 -1.45778 -3.30610 -0.2 -0.6 0.2 -0.14
C 1.74369 -1.80840 -4.55852 0.0 -0.1 -0.2 -1.54
H 0.58629 -0.41149 -3.43402 0.0 -0.4 0.3 -0.27
H 0.03906 -2.09864 -3.25774 0.0 0.3 -0.3 0.60
H 1.02744 -1.85746 -5.39387 0.3 0.0 0.2 0.47
H 2.47852 -1.03604 -4.82708 -0.1 -0.3 0.2 0.32
H 2.24019 -2.78415 -4.50084 -0.1 0.3 0.0 0.29
C 3.25752 -0.67912 -1.88792 -0.4 0.1 0.4 0.29
C 4.52074 -1.48139 -2.19454 0.3 0.0 -0.1 -1.43
H 3.46277 -0.08289 -0.98278 0.1 0.1 -0.2 -0.50
H 3.09813 0.03828 -2.70708 -0.1 0.0 0.3 0.39
H 5.37149 -0.78049 -2.19150 -0.2 -0.3 0.0 0.42
H 4.74733 -2.24450 -1.44187 -0.1 0.1 -0.2 0.30
H 4.51402 -1.94653 -3.18704 -0.2 0.0 0.3 0.33
C 2.03669 -3.08571 -0.84620 -0.4 -0.1 -0.1 -0.33
C 2.14622 -4.29616 -1.74937 0.2 -0.6 0.2 -1.42
H 1.22816 -3.26660 -0.10746 0.3 -0.1 0.1 -0.05
H 2.96799 -2.92046 -0.27849 -0.3 -0.1 -0.1 0.44
H 2.11287 -5.17808 -1.10590 0.1 -0.2 -0.2 0.42
H 1.31704 -4.37815 -2.45141 0.0 0.1 -0.1 0.32
H 3.08956 -4.33943 -2.29524 -0.1 0.2 -0.1 0.32
N 3.75791 1.35957 1.63465 -1.1 1.6 0.4 -0.12
C 3.11316 2.47525 2.05839 1.8 -0.9 0.9 0.39
N 2.08423 2.99819 1.46337 -1.8 1.7 0.0 0.01
C 1.66377 4.16611 2.03512 1.4 -1.6 -0.6 -0.09
C 0.64135 5.00014 1.55231 -0.8 1.4 -0.1 -0.09
C 0.52992 6.29444 2.06016 -0.5 -1.3 -1.0 -0.72
C 1.38220 6.71768 3.09827 0.4 0.1 0.5 -0.45
C 2.33573 5.85196 3.66066 0.5 -0.9 0.3 -0.44
C 2.47635 4.57959 3.12456 0.4 0.7 0.8 0.47
S 3.65894 3.32502 3.48974 0.0 0.5 0.2 -0.16
H 4.57049 1.04283 2.12316 0.5 -0.1 0.1 0.27
H 3.57592 0.99557 0.71213 0.0 0.1 -0.1 -0.04
H -0.01139 4.62827 0.76352 0.2 0.2 0.1 0.42
H -0.21765 6.98390 1.65681 0.3 -0.3 0.2 0.44
H 1.29521 7.73459 3.48301 0.0 -0.3 -0.1 0.44
H 2.97880 6.12987 4.49702 -0.3 0.3 -0.3 0.45
```
Forces are in eV/Å.

The HOMO-LUMO gap (spin up / spin down) comes out at 5.41 / 2.72 eV. As for the total charge: +4. Its multiplicity is 5. The value obtained for the LUMO energy (spin up / spin down) is -11.59 / -14.25 eV.

(2)
The following is a quantum chemistry calculation of a cluster of 4 separate species, C32H44ClN3O17PS in total at a distorted geometry, from the Open Molecules 2025 dataset.

```
99
Properties=species:S:1:pos:R:3:forces:R:3:mulliken_charge:R:1
C -0.37526 3.69560 2.61610 -0.1 -0.6 -0.3 -1.54
C 0.25865 2.98265 1.42777 0.2 0.3 0.5 0.68
C 1.72693 3.32498 1.31062 0.0 0.2 -0.3 -0.84
O 2.49295 2.40237 0.52993 -0.2 0.0 -0.2 -0.35
C 2.75545 1.23494 1.20184 0.3 -0.3 0.1 -1.13
N 2.84627 0.08998 0.26698 -0.5 0.0 0.3 1.18
C 3.84860 -0.79242 0.64072 -0.2 0.1 -0.4 -0.91
N 4.90707 -0.95247 -0.21309 -0.5 1.7 0.0 -0.35
P 5.05005 0.09192 -1.60719 2.7 -1.5 -1.3 0.25
O 5.08917 1.59852 -1.17070 -1.0 0.4 0.8 -0.40
O 3.75550 -0.12422 -2.44639 -0.6 0.5 0.2 -0.36
S 6.67129 -0.44207 -2.48813 -0.2 0.0 0.4 -0.37
N 3.86332 -1.48683 1.73576 0.3 -0.4 0.0 0.57
C 4.96763 -2.40835 2.04866 -0.4 -0.5 0.6 -1.66
C 4.86707 -3.74016 1.30407 0.1 0.4 -0.4 0.44
C 6.00496 -4.00134 0.31010 -0.6 -0.2 -0.5 -0.74
O 6.29202 -5.36086 0.17584 0.5 0.0 0.3 -0.49
C 5.23396 -6.13256 -0.34084 -0.1 -0.1 -0.1 -0.68
O 2.89599 -1.25776 2.68459 0.2 0.5 -0.1 -0.31
C 2.30599 -2.43557 3.26586 -0.2 -0.6 0.3 -0.01
C 1.28328 -3.14751 2.43674 -0.1 0.1 0.1 -1.12
C 1.56966 -0.55232 -0.08938 0.2 0.5 -0.2 0.71
Cl 0.62080 0.59549 -1.07112 0.2 0.3 -0.1 -0.15
C 1.73689 -1.80533 -0.89113 -0.7 -0.9 -0.3 0.56
C 0.37877 -2.46672 -1.18250 0.2 0.7 0.2 -1.71
H -0.07881 3.19138 3.52665 0.3 0.1 0.4 0.34
H -1.44512 3.56081 2.55270 -0.4 0.3 0.0 0.40
H -0.12394 4.74402 2.66117 0.0 0.3 0.1 0.40
H 0.14978 1.92092 1.60532 -0.2 -0.4 -0.3 -0.33
H -0.25003 3.26624 0.51848 -0.1 -0.2 -0.4 0.34
H 1.82427 4.25884 0.77851 0.1 0.4 -0.1 0.41
H 2.18245 3.46966 2.28801 0.1 -0.1 0.3 0.38
H 3.72408 1.30785 1.70534 0.3 -0.1 0.1 0.47
H 2.02377 1.01379 1.97379 -0.4 0.0 0.1 0.62
H 5.79357 -0.78854 0.25848 0.4 -1.0 -0.1 0.41
H 5.86595 1.78335 -0.63021 0.2 0.3 -0.2 0.36
H 3.61889 0.63868 -3.02779 -0.3 -0.1 -0.2 0.34
H 5.91559 -1.90657 1.92072 0.2 0.2 -0.2 0.76
H 4.87523 -2.59591 3.10488 0.1 0.1 0.4 0.47
H 3.94029 -3.73027 0.74781 -0.4 -0.1 -0.1 -0.12
H 4.79181 -4.56258 1.99890 0.2 -0.2 0.4 0.57
H 6.90930 -3.46909 0.57255 0.4 -0.1 0.3 0.35
H 5.69810 -3.62673 -0.66492 0.0 0.3 -0.3 0.49
H 4.49310 -5.53447 -0.86608 -0.1 0.3 -0.1 0.25
H 4.73205 -6.68785 0.44349 -0.2 -0.1 0.3 0.28
H 5.63259 -6.84603 -1.04490 0.2 -0.2 -0.2 0.29
H 3.05331 -3.12831 3.63745 0.4 0.0 -0.1 0.38
H 1.80399 -2.05143 4.13789 -0.1 0.5 0.2 0.26
H 0.74999 -3.79465 3.11968 -0.2 -0.3 0.2 0.58
H 1.67668 -3.78502 1.65850 0.2 0.0 -0.4 0.28
H 0.55793 -2.43334 2.07914 -0.2 0.1 -0.3 0.03
H 0.97749 -0.70809 0.80243 -0.2 -0.1 0.3 -0.35
H 2.34911 -2.53760 -0.37194 0.3 0.0 0.3 -0.54
H 2.19544 -1.60124 -1.84522 0.4 0.2 -0.1 0.37
H -0.33572 -2.21817 -0.40719 -0.2 -0.2 0.3 0.35
H -0.02101 -2.06305 -2.10059 -0.2 -0.1 -0.3 0.48
H 0.48391 -3.53471 -1.25343 -0.1 -0.4 -0.1 0.44
C -0.97980 -0.77662 6.08734 0.0 0.0 -0.1 -1.15
C -1.72803 -0.29138 7.09291 0.2 -0.1 -0.1 0.34
C -2.82721 0.71334 6.85413 -0.1 0.2 -0.3 0.99
O -3.46216 1.08424 7.81814 0.1 -0.1 0.2 -0.59
C -3.05340 1.17307 5.49586 0.0 0.0 0.1 -0.88
C -2.30508 0.68842 4.49554 -0.1 0.0 0.3 0.23
C -1.21907 -0.33298 4.73505 0.3 -0.3 0.2 1.04
O -0.57029 -0.74783 3.77840 -0.3 0.4 -0.1 -0.42
O -2.47284 1.07188 3.24320 0.1 0.0 -0.5 -0.53
O -1.56789 -0.64582 8.34687 -0.1 0.0 0.2 -0.57
H -0.19183 -1.49758 6.25268 0.0 0.0 0.0 0.48
H -3.83423 1.90295 5.33524 0.0 0.0 0.0 0.48
H -1.83596 0.58456 2.69185 0.0 -0.1 0.0 0.21
H -2.23602 -0.15321 8.86569 0.0 0.0 0.0 0.37
C -3.90704 -0.88799 -4.59857 0.2 0.0 0.0 -1.09
C -5.20609 -0.69100 -4.31119 0.3 0.0 -0.1 0.41
C -5.64807 -0.14931 -2.97142 0.3 0.1 0.4 0.74
O -6.83545 0.02357 -2.78232 -0.1 -0.1 -0.2 -0.65
C -4.62935 0.14108 -1.97386 -0.2 0.0 0.0 -0.67
C -3.34148 -0.05947 -2.27170 -0.1 0.1 0.2 0.08
C -2.89878 -0.57971 -3.61173 -0.2 -0.1 -0.3 1.16
O -1.69780 -0.71594 -3.78334 0.1 0.0 0.1 -0.62
O -2.34373 0.17586 -1.43004 -0.1 0.0 0.0 -0.28
O -6.17014 -0.94873 -5.16709 -0.3 0.0 0.1 -0.57
H -3.57822 -1.27318 -5.55310 0.0 0.0 0.0 0.45
H -4.95314 0.51607 -1.01325 0.0 0.0 0.0 0.52
H -1.52726 -0.04920 -1.91779 0.1 0.0 0.0 0.16
H -7.01068 -0.70433 -4.73334 0.0 0.1 -0.1 0.38
C -6.01306 3.81480 -6.59231 -0.1 -0.1 0.0 -1.13
C -5.33836 4.97107 -6.68063 -0.1 -0.2 0.0 0.37
C -4.75219 5.64968 -5.46758 0.0 -0.1 0.4 1.02
O -4.13921 6.68391 -5.64451 0.0 0.1 -0.2 -0.62
C -4.95433 5.03680 -4.16621 0.1 0.1 0.0 -0.94
C -5.63288 3.88554 -4.07992 0.1 0.2 0.1 0.42
C -6.19173 3.19434 -5.29672 0.0 0.1 -0.3 1.09
O -6.76761 2.13794 -5.10999 0.0 -0.1 0.1 -0.59
O -5.87087 3.26077 -2.93619 0.0 -0.1 0.0 -0.60
O -5.12856 5.60352 -7.81938 0.1 0.1 -0.1 -0.57
H -6.43274 3.31772 -7.45510 0.0 0.0 0.0 0.44
H -4.54731 5.54042 -3.30111 0.0 0.0 0.0 0.44
H -6.39493 2.46481 -3.15950 -0.1 0.0 0.0 0.28
H -4.61624 6.40608 -7.59972 0.0 0.0 0.0 0.37
```
Forces are in eV/Å.

The HOMO-LUMO gap comes out at 7.32 eV. As for the total charge: +1. Its multiplicity is 1. The value obtained for the LUMO energy is -3.66 eV.

no.,total energy (eV)
1,-141256.038
2,-105813.720